No. 1
Computed, not measured: H14O7 as an isolated structure, with ωB97M-V/def2-TZVPD.

Calculated values
Maximum force = 10.2 eV Å⁻¹
E_HOMO = -0.28458 Eh
ΔE to the lowest compared entry with this formula, charge and spin = 135.2 kcal per mole
Energy = -534.9085 a.u.
M = 126.10 g/mol
Kohn-Sham gap = 8.02 eV

The geometry in XYZ format:
```
21
Properties=species:S:1:pos:R:3:forces:R:3:nbo_charge:R:1
O -1.004 -4.504 1.761 0.024 -0.779 0.789 -0.923
H -1.506 1.235 -0.141 0.128 0.195 -0.010 0.463
H -2.486 2.240 0.443 0.094 0.026 0.012 0.467
H 2.097 2.566 0.726 0.039 0.183 -0.025 0.481
H -0.933 -0.655 -1.209 0.056 0.482 -0.498 0.458
H -0.788 -5.357 1.368 -0.059 0.111 -0.008 0.462
H -0.035 -2.109 0.343 -0.721 -0.911 0.268 0.470
H 2.913 1.376 3.451 -0.010 0.157 -0.042 0.478
H -0.149 -4.142 2.020 -0.199 0.036 -0.196 0.461
O -1.273 1.832 -3.172 0.035 0.043 -0.127 -0.944
O -0.222 -1.280 -1.031 2.776 7.855 -5.807 -0.936
H -1.849 2.186 -3.859 -0.003 -0.058 0.091 0.472
H 1.607 3.049 -0.629 -0.051 -0.148 0.064 0.472
O 2.789 1.850 2.621 -0.051 -0.193 0.004 -0.950
H -1.517 -2.209 0.020 0.213 -0.620 0.377 0.445
O -0.688 -2.694 -0.059 -2.445 -7.087 5.659 -0.892
O 2.007 2.288 -0.193 -0.004 0.074 -0.063 -0.955
H -0.383 2.006 -3.500 -0.040 -0.051 0.092 0.472
H 0.555 -0.871 -1.427 0.352 0.901 -0.653 0.456
O -1.552 2.002 0.442 -0.172 -0.100 0.025 -0.931
H 2.417 1.188 2.027 0.038 -0.117 0.047 0.474
```
Forces are in eV/Å.

No. 2
Computed, not measured: a 2-piece molecular cluster, CH8Si2 overall, with ωB97M-V/def2-TZVPD.

Calculated values
Maximum force = 4.0 eV Å⁻¹
E_HOMO (alpha / beta) = -0.30216 / -0.28771 Eh
ΔE to the lowest compared entry with this formula, charge and spin = 85.2 kcal per mole
Energy = -621.7005 a.u.
M = 76.25 g/mol
Kohn-Sham gap (alpha / beta) = 7.32 / 6.87 eV

The geometry in XYZ format:
```
11
Properties=species:S:1:pos:R:3:forces:R:3:nbo_charge:R:1
H 0.393 -1.066 1.224 0.299 0.030 -0.386 0.222
H 3.169 -0.376 -0.837 0.051 -0.520 -0.095 -0.167
Si 1.926 0.182 -0.294 -0.069 2.134 0.703 0.865
H -2.629 0.359 1.637 0.021 0.375 -0.269 -0.128
C 0.496 -0.841 0.153 -1.753 1.263 1.728 -1.072
H -1.618 1.379 -0.646 -0.962 -0.311 0.631 -0.089
H -2.594 -1.049 -0.464 -0.148 1.404 0.443 -0.115
H 0.319 -1.697 -0.408 -0.603 -1.524 -1.086 0.196
H 1.617 1.356 -1.156 -0.139 -0.296 -0.420 -0.187
H 2.281 0.983 0.925 0.169 -0.407 -0.007 -0.183
Si -2.238 0.297 0.216 3.133 -2.149 -1.243 0.659
```
Forces are in eV/Å.

No. 3
Computed, not measured: a 2-piece molecular cluster, C4H12 overall, with ωB97M-V/def2-TZVPD.

Calculated values
Maximum force = 2.9 eV Å⁻¹
SMILES string = CC.CC
E_HOMO = -0.40095 Eh
ΔE to the lowest compared entry with this formula, charge and spin = 29.9 kcal per mole
Energy = -159.5374 a.u.
M = 60.14 g/mol
Kohn-Sham gap = 12.04 eV

The geometry in XYZ format:
```
16
Properties=species:S:1:pos:R:3:forces:R:3:nbo_charge:R:1
H 1.421 -1.669 -1.197 -0.141 0.840 0.770 0.204
H -0.222 -1.385 -0.859 -1.710 -0.687 -0.730 0.197
C 0.833 -2.525 0.704 2.573 0.229 -1.258 -0.630
H 0.866 -3.351 -0.053 -0.714 -0.341 1.638 0.212
H 1.950 -2.508 1.029 -1.911 0.053 -0.047 0.198
H -2.168 2.578 -0.046 0.147 0.186 -0.228 0.206
H 0.178 -2.601 1.620 0.454 0.109 -1.511 0.221
H -1.607 1.714 -1.411 0.058 -0.407 -0.321 0.210
H -2.052 0.934 0.131 0.984 -0.395 -0.051 0.215
H -0.010 2.861 0.893 -0.543 0.130 -0.009 0.207
C -1.499 1.756 -0.338 -0.940 1.591 0.311 -0.634
C -0.072 2.130 0.085 1.347 -1.259 0.929 -0.619
C 0.712 -1.390 -0.383 0.348 -0.580 0.840 -0.607
H 0.568 2.612 -0.730 -0.843 -1.241 0.875 0.216
H 0.407 1.207 0.604 -0.270 1.756 -1.375 0.203
H 0.695 -0.363 -0.051 1.163 0.016 0.169 0.202
```
Forces are in eV/Å.

No. 4
Computed, not measured: C18H18BrCdNO2S as an isolated structure, with ωB97M-V/def2-TZVPD.

Calculated values
Total charge = +2
Maximum force = 2.2 eV Å⁻¹
E_HOMO = -0.51838 Eh
Energy = -4041.1738 a.u.
M = 504.73 g/mol
Kohn-Sham gap = 3.39 eV

The geometry in XYZ format:
```
42
Properties=species:S:1:pos:R:3:forces:R:3:nbo_charge:R:1
C 3.371 0.275 -2.346 -0.195 0.432 0.454 -0.058
H -2.180 -3.665 -0.429 0.023 -0.132 0.115 0.260
C 0.428 1.276 -0.012 -0.104 1.142 0.757 -0.219
C 1.347 -1.935 3.209 0.646 0.267 0.604 -0.210
C -3.261 -0.555 -1.221 -0.396 0.221 -0.067 0.199
H 2.517 0.830 0.293 -0.945 -0.922 -0.654 0.119
C 2.136 1.052 -1.837 -0.164 -0.427 0.185 -0.436
Br -3.319 2.688 -2.842 0.108 -0.030 -0.051 -0.028
H 1.514 -2.987 3.376 -0.100 -0.196 -0.125 0.264
C -1.333 -0.409 0.219 -0.601 0.870 -0.307 0.200
C -4.338 0.071 -2.059 0.470 -0.004 -0.534 -0.590
H 5.154 0.809 -1.756 0.221 -0.048 -0.151 0.477
H 3.569 -0.549 -1.661 -0.050 -0.304 -0.081 0.155
H 2.501 -1.355 4.902 0.071 -0.056 0.109 0.267
O 4.502 1.123 -2.386 -0.146 0.081 0.019 -0.696
C 0.548 -1.486 2.136 -0.542 -0.504 -0.398 -0.127
C -2.233 -2.588 -0.453 -0.267 0.011 -0.571 -0.186
H 1.585 -0.517 -0.522 0.031 -0.169 0.308 0.211
C -3.214 -1.964 -1.173 0.526 -0.185 0.331 -0.152
H 0.704 2.157 0.570 -0.028 0.120 -0.007 0.221
H -4.033 -0.060 -3.100 -0.024 -0.059 -0.126 0.279
Cd 3.706 1.805 1.508 0.921 0.619 0.783 0.447
C -2.343 0.198 -0.527 0.169 -0.042 -0.214 -0.267
C 0.878 0.788 2.823 0.145 0.073 -0.084 -0.241
C 0.301 -0.113 1.929 -0.019 1.121 0.722 0.134
H -5.288 -0.444 -1.946 -0.151 0.030 0.250 0.278
H 2.334 2.121 -1.829 0.159 0.115 -0.074 0.239
C -4.517 1.546 -1.808 0.375 -0.394 -0.561 0.528
S -0.086 -2.653 1.101 -0.210 -0.018 0.171 0.806
H -0.161 1.658 -0.837 -0.196 -0.246 -0.211 0.253
H 0.729 1.850 2.707 -0.210 0.047 -0.035 0.255
H -3.949 -2.551 -1.699 -0.138 -0.068 -0.087 0.257
H 1.281 0.891 -2.493 -0.015 -0.009 -0.240 0.221
H -2.389 1.275 -0.560 -0.009 0.122 0.082 0.257
H 2.102 1.070 4.534 -0.045 0.111 0.155 0.261
H 3.145 -0.138 -3.324 0.267 0.037 -0.222 0.201
C 1.669 0.351 3.856 0.181 0.162 -0.102 -0.100
C 1.903 -1.026 4.069 -0.207 -0.388 -0.504 -0.142
C -1.288 -1.815 0.238 0.446 -0.414 0.726 -0.245
N -0.416 0.413 0.863 0.871 -1.944 -0.633 -0.268
O -5.283 2.001 -1.059 -0.783 0.588 0.842 -0.433
C 1.707 0.563 -0.455 -0.081 0.388 -0.575 -0.390
```
Forces are in eV/Å.